Density functional theory data (ωB97M-V with the def2-TZVPD basis set) for a 20-piece molecular cluster, C62H174N14O30 overall.

Computed properties:
Orbital gap = 7.898 eV
HOMO energy = -0.2991 hartree
Electronic energy = -5489.68612 Eh

CARTESIAN COORDINATES (ANGSTROEM)
C1 -1.0767 -8.6676 5.6319
O1 -2.0937 -9.0346 6.2673
N1 -1.0635 -8.1214 4.4702
N2 0.1262 -8.7459 6.0816
H1 -1.9231 -8.1329 3.9400
H2 -0.1889 -7.7726 4.1048
H3 0.8180 -8.2337 5.5531
H4 0.3468 -9.0882 7.0059
C2 -2.7507 -6.9264 -3.3448
O2 -3.0780 -7.8264 -4.1224
N3 -3.0863 -6.8723 -2.0773
N4 -2.1229 -5.7822 -3.6477
H5 -3.8138 -7.4405 -1.6676
H6 -2.5620 -6.1825 -1.5582
H7 -2.2943 -5.6774 -4.6375
H8 -2.0812 -4.9941 -3.0173
C3 -7.5029 1.3002 -0.4340
O3 -6.9840 1.2251 -1.7360
C4 -7.4594 0.1394 -2.5610
C5 -7.0734 -1.3761 -2.2470
N5 -5.6563 -1.7600 -2.5184
C6 -5.4931 -3.1706 -2.6900
C7 -5.6507 -4.0037 -1.3677
O4 -4.6259 -3.6548 -0.4449
C8 -4.7057 -4.4022 0.7833
H9 -8.4806 1.7739 -0.3457
H10 -6.7296 1.7756 0.1694
H11 -7.7114 0.3047 -0.0419
H12 -6.8353 0.3831 -3.4207
H13 -8.5061 0.2896 -2.8257
H14 -7.8134 -1.8938 -2.8574
H15 -7.4180 -1.5465 -1.2271
H16 -5.0609 -1.4788 -1.7526
H17 -4.4724 -3.2284 -3.0682
H18 -6.2242 -3.5981 -3.3761
H19 -5.3976 -5.0184 -1.6751
H20 -6.6553 -4.0474 -0.9470
H21 -5.6702 -4.7750 1.1279
H22 -4.3545 -3.7027 1.5419
H23 -3.9767 -5.2109 0.7301
C9 5.5311 -2.5310 -1.2441
O5 5.6410 -1.1044 -1.2762
C10 6.0920 -0.6790 -0.0084
C11 6.3835 0.8241 -0.1801
N6 6.7121 1.4556 1.0959
C12 7.9845 0.9496 1.7609
C13 8.5366 1.7625 2.9760
O6 7.3379 2.1852 3.6832
C14 7.6015 3.1946 4.5881
H24 6.4601 -3.0405 -0.9884
H25 5.3140 -2.8698 -2.2571
H26 4.7472 -2.7290 -0.5131
H27 6.9871 -1.2340 0.2725
H28 5.3777 -0.8040 0.8054
H29 5.5851 1.3837 -0.6675
H30 7.2793 0.9716 -0.7833
H31 5.9222 1.5667 1.7155
H32 8.7858 0.9135 1.0229
H33 7.8584 -0.0975 2.0364
H34 9.0549 2.5227 2.3916
H35 9.2757 1.1222 3.4574
H36 8.4202 2.9852 5.2765
H37 6.6619 3.1790 5.1405
H38 7.7827 4.0900 3.9935
C15 -2.5386 5.8695 -6.6555
O7 -2.5749 4.9787 -5.6225
C16 -3.7998 4.7499 -4.9426
C17 -3.9242 5.5102 -3.6484
N7 -5.1749 5.2049 -2.9358
C18 -6.4022 5.4053 -3.6355
C19 -7.7028 5.3212 -2.5481
O8 -7.6770 6.4541 -1.6539
C20 -8.5659 6.2322 -0.5756
H39 -3.3820 6.5588 -6.6150
H40 -2.5150 5.4670 -7.6682
H41 -1.6521 6.4633 -6.4327
H42 -3.9787 3.6786 -4.8504
H43 -4.5725 5.0334 -5.6572
H44 -3.7661 6.5860 -3.7237
H45 -3.1258 5.3514 -2.9236
H46 -5.0955 5.6627 -2.0390
H47 -6.5263 4.6707 -4.4311
H48 -6.4968 6.4379 -3.9717
H49 -7.7541 4.3784 -2.0035
H50 -8.6610 5.3668 -3.0656
H51 -8.4921 5.2629 -0.0825
H52 -9.5939 6.3533 -0.9171
H53 -8.4673 6.9269 0.2586
C21 -0.2191 -4.5510 0.9771
O9 -0.4166 -3.4250 0.2303
C22 0.4756 -2.2896 0.6176
C23 -0.3671 -1.1298 1.1662
N8 -1.1682 -0.6111 0.0922
C24 -2.2498 0.1385 0.7955
C25 -2.8088 1.0395 -0.2934
O10 -1.9540 2.0858 -0.7315
C26 -2.2871 2.4290 -2.0941
H54 -0.8944 -4.5834 1.8321
H55 0.8076 -4.7512 1.2835
H56 -0.4564 -5.3099 0.2315
H57 1.2268 -1.9640 -0.1019
H58 1.0424 -2.6748 1.4652
H59 0.1868 -0.4050 1.7629
H60 -0.9433 -1.6096 1.9574
H61 -1.5707 -1.3516 -0.4643
H62 -1.8014 0.7758 1.5576
H63 -2.9891 -0.4386 1.3509
H64 -3.8238 1.3454 -0.0396
H65 -3.0445 0.4237 -1.1613
H66 -1.5269 3.0939 -2.5040
H67 -3.3111 2.7900 -1.9977
H68 -2.4112 1.5959 -2.7859
C27 -1.2947 6.2307 0.4569
O11 0.0092 5.9195 0.9562
C28 0.4859 6.7039 2.0903
C29 1.9069 6.3265 2.3984
N9 2.0887 4.8392 2.1910
C30 3.4687 4.3510 2.3792
C31 4.5468 4.7395 1.3438
O12 4.9211 6.1675 1.2841
C32 5.3404 6.4455 -0.0552
H69 -1.6502 7.2418 0.6552
H70 -2.0401 5.6328 0.9813
H71 -1.2929 5.9184 -0.5874
H72 -0.1940 6.4376 2.8996
H73 0.5030 7.6919 1.6302
H74 2.1891 6.6501 3.4002
H75 2.5924 6.9028 1.7770
H76 1.5574 4.4809 1.4103
H77 3.3349 3.2702 2.4245
H78 3.8039 4.7483 3.3373
H79 4.0455 4.5154 0.4022
H80 5.5168 4.2641 1.4897
H81 5.8982 5.6973 -0.6183
H82 5.9035 7.3786 -0.0746
H83 4.3901 6.4998 -0.5862
C33 3.1709 -0.0361 11.0557
O13 2.8945 -1.3712 10.9256
C34 3.9864 -2.3399 11.1522
C35 5.1689 -2.4169 10.2074
N10 4.8602 -3.3152 9.0326
C36 4.1789 -2.6774 7.9162
C37 3.5376 -3.7224 6.9980
O14 3.1907 -3.0697 5.7550
C38 2.0217 -3.6714 5.1208
H84 3.5738 0.1842 12.0442
H85 2.2585 0.5484 10.9375
H86 3.8853 0.1590 10.2559
H87 3.5264 -3.3238 11.2443
H88 4.2601 -2.0585 12.1691
H89 5.9616 -2.8100 10.8440
H90 5.4080 -1.3813 9.9654
H91 5.6278 -3.8861 8.7085
H92 4.8551 -2.0528 7.3324
H93 3.4912 -1.9028 8.2553
H94 2.7211 -4.1887 7.5494
H95 4.3437 -4.4442 6.8662
H96 2.1772 -4.7312 4.9189
H97 1.8162 -3.1939 4.1628
H98 1.1469 -3.5277 5.7549
C39 -1.9613 -1.1953 -4.0209
O15 -2.0828 -0.9977 -5.4196
C40 -2.5801 0.1716 -6.0289
C41 -1.5354 0.7538 -7.0799
N11 -1.6263 0.0520 -8.3238
C42 -0.9242 0.8050 -9.4153
C43 -1.3098 2.3333 -9.7340
O16 -2.1306 2.4172 -10.8698
C44 -2.6798 3.6065 -11.1600
H99 -1.0429 -0.7241 -3.6705
H100 -1.8965 -2.2683 -3.8402
H101 -2.8998 -0.8320 -3.6021
H102 -2.7582 1.0135 -5.3600
H103 -3.5497 -0.0756 -6.4614
H104 -0.5547 0.7287 -6.6048
H105 -1.8847 1.7778 -7.2117
H106 -1.1606 -0.8320 -8.1759
H107 -0.8310 0.2980 -10.3757
H108 0.1077 0.8857 -9.0736
H109 -0.4675 3.0098 -9.8791
H110 -1.8415 2.7130 -8.8616
H111 -2.1725 4.2421 -11.8857
H112 -3.0880 4.1758 -10.3249
H113 -3.6610 3.2767 -11.5015
C45 -0.6600 3.2461 3.4867
O17 -1.4923 2.9269 4.5880
C46 -2.3235 1.7570 4.3581
C47 -1.5134 0.5053 4.7132
N12 -1.0858 0.4878 6.1359
C48 0.1572 -0.2837 6.3845
C49 1.4243 0.3973 5.8978
O18 1.7722 0.2655 4.4871
C50 3.0952 0.5074 4.1242
H114 -1.2043 3.3125 2.5447
H115 0.1847 2.5778 3.3195
H116 -0.3533 4.2824 3.6286
H117 -2.7937 1.8219 3.3769
H118 -3.1977 1.9092 4.9912
H119 -0.5746 0.4547 4.1617
H120 -2.1693 -0.3569 4.5934
H121 -0.9959 1.4475 6.4374
H122 0.0152 -1.1911 5.7975
H123 0.2395 -0.4946 7.4507
H124 2.1948 -0.0430 6.5306
H125 1.4073 1.4460 6.1945
H126 3.0318 0.7389 3.0609
H127 3.7235 -0.3678 4.2899
H128 3.4522 1.4666 4.4989
C51 3.3706 11.6569 -8.8190
O19 3.3330 10.2334 -8.6510
C52 2.1084 9.7205 -9.0832
C53 2.0781 8.2066 -8.6702
N13 1.6286 8.0127 -7.2226
C54 2.4065 6.9557 -6.6661
C55 1.8936 6.3985 -5.3674
O20 1.0737 5.2833 -5.5273
C56 0.5520 4.6409 -4.3295
H129 3.0134 12.1290 -9.7342
H130 4.4537 11.7770 -8.7919
H131 3.0338 12.1544 -7.9096
H132 2.2442 9.7346 -10.1646
H133 1.2952 10.3148 -8.6667
H134 3.0653 7.8197 -8.9226
H135 1.3541 7.6190 -9.2347
H136 0.7019 7.6246 -7.3258
H137 3.3981 7.3936 -6.5523
H138 2.4501 6.1106 -7.3532
H139 1.3517 7.0287 -4.6622
H140 2.7798 6.0785 -4.8194
H141 -0.1065 3.8097 -4.5817
H142 0.0202 5.3607 -3.7074
H143 1.3931 4.1797 -3.8118
C57 0.1634 -12.5260 3.1612
O21 1.3936 -12.3107 3.8992
C58 1.7065 -10.9914 3.8842
C59 2.3905 -10.6706 2.5252
N14 3.1802 -9.4206 2.5759
C60 3.9070 -9.0065 1.3565
C61 2.9558 -8.9570 0.1236
O22 2.2432 -7.7245 0.2377
C62 1.4582 -7.2427 -0.8501
H144 -0.3498 -13.4585 3.3960
H145 0.4411 -12.6814 2.1187
H146 -0.5624 -11.7140 3.2068
H147 2.5066 -11.0259 4.6237
H148 0.9724 -10.2389 4.1722
H149 1.6174 -10.5906 1.7610
H150 3.0836 -11.4864 2.3196
H151 3.9303 -9.6739 3.2030
H152 4.7256 -9.6916 1.1361
H153 4.3356 -8.0313 1.5875
H154 2.1806 -9.7166 0.2239
H155 3.5185 -8.9995 -0.8090
H156 1.6440 -6.1722 -0.9371
H157 0.3842 -7.2261 -0.6647
H158 1.5783 -7.7537 -1.8053
O23 -2.2406 -3.6294 -1.6880
H159 -1.5477 -3.2954 -1.1182
H160 -3.0227 -3.6361 -1.1362
O24 -6.1276 -0.4216 2.2242
H161 -6.1013 -1.3029 2.5968
H162 -5.6844 0.1262 2.8721
O25 0.6963 1.9834 0.5521
H163 0.0919 1.2479 0.4526
H164 0.1487 2.7607 0.4419
O26 2.8899 0.5701 0.3959
H165 2.7574 0.5145 -0.5504
H166 2.1196 1.0376 0.7190
O27 -5.5103 -0.9550 -5.5386
H167 -5.7300 -1.2014 -4.6401
H168 -4.5798 -0.7330 -5.5059
O28 5.7920 -3.9140 3.4797
H169 6.5499 -3.4637 3.8527
H170 5.0400 -3.3955 3.7659
O29 1.7013 -7.2949 4.0962
H171 2.2679 -7.2728 4.8674
H172 2.1910 -7.8077 3.4532
O30 -6.1737 -2.5399 3.9355
H173 -5.9826 -3.4381 4.2055
H174 -6.8266 -2.2338 4.5649


Density functional theory data (ωB97M-V with the def2-TZVPD basis set) for C6H15N3O3S2 in the gas phase.

Computed properties:
Orbital gap = 8.990 eV
HOMO energy = -0.3199 hartree
Structure (SMILES) = CC(C)N/C(N)=N\CCSS(=O)(=O)O
Energy relative to the best compared isomer or geometry (same formula, charge and spin) = 0.0510 eV
Electronic energy = -1423.94746 Eh

CARTESIAN COORDINATES (ANGSTROEM)
C1 -2.0241 -3.4863 0.3119
C2 -0.7969 -2.6248 0.5796
C3 -0.9552 -2.0272 1.9848
N1 -0.7501 -1.5017 -0.3529
C4 0.3048 -1.3309 -1.2344
N2 0.8313 -2.4106 -1.8120
N3 0.6945 -0.2048 -1.7517
C5 0.1037 1.0969 -1.4590
C6 1.0139 1.9842 -0.5645
S1 0.0855 3.4557 0.0212
S2 1.5213 4.6762 0.9020
O1 1.9238 4.1907 2.2316
O2 2.6545 4.8534 0.0104
O3 0.8546 6.1652 1.0276
H1 -2.9164 -2.9090 0.4638
H2 -1.9273 -3.9055 -0.7015
H3 -2.1175 -4.3387 1.0143
H4 0.1079 -3.1734 0.5211
H5 -0.9748 -2.8304 2.7490
H6 -0.0815 -1.4226 2.1927
H7 -1.8510 -1.4086 2.0239
H8 -1.0549 -0.5920 0.0069
H9 1.3051 -2.1594 -2.6576
H10 0.1439 -3.1822 -1.8714
H11 -0.0302 1.6037 -2.4162
H12 -0.8777 1.0302 -1.0185
H13 1.8768 2.3263 -1.1327
H14 1.3773 1.4252 0.3041
H15 1.5587 6.7006 0.6275